Entry 1:
C9H16N4O5 | ωB97M-V/def2-TZVPD

Output
* SMILES: NC(=O)CC[C@H](NC(=O)[C@@H](N)CC(N)=O)C(=O)O
* strongest force on any atom: 0.0543 Eh/bohr
* relative energy (zero: lowest compared OMol25 entry of this formula, charge and spin): 0.508 eV
* HOMO: -9.525 eV
* total charge: 0

Geometry (Å):
N: 1.468 1.028 -2.023
C: 1.813 1.283 -0.729
O: 2.028 2.408 -0.303
C: 2.062 0.042 0.116
C: 1.607 0.188 1.617
C: 0.211 0.693 1.825
N: -0.774 0.225 0.819
C: -1.224 -1.072 0.672
O: -0.836 -2.010 1.347
C: -2.259 -1.201 -0.525
N: -2.512 0.090 -1.170
C: -1.828 -2.352 -1.438
C: -0.352 -2.279 -1.789
N: 0.412 -3.300 -1.227
O: 0.114 -1.471 -2.540
C: 0.143 2.187 2.009
O: 0.799 2.828 2.792
O: -0.679 2.797 1.111
H: 1.347 1.840 -2.623
H: 1.078 0.154 -2.365
H: 1.505 -0.751 -0.348
H: 3.144 -0.169 0.092
H: 1.744 -0.856 1.980
H: 2.321 0.867 2.126
H: -0.279 0.333 2.767
H: -1.065 0.835 0.114
H: -3.121 -1.590 0.036
H: -3.202 0.607 -0.621
H: -2.901 -0.103 -2.091
H: -2.413 -2.391 -2.368
H: -1.950 -3.249 -0.841
H: 1.377 -3.325 -1.513
H: 0.276 -3.582 -0.257
H: -0.472 3.741 1.313



Entry 2:
C9H16N4O5 | ωB97M-V/def2-TZVPD

Output
* SMILES: NC(=O)CC[C@H](NC(=O)[C@@H](N)CC(N)=O)C(=O)O
* strongest force on any atom: 0.0867 Eh/bohr
* relative energy (zero: lowest compared OMol25 entry of this formula, charge and spin): 1.364 eV
* HOMO: -9.480 eV
* total charge: 0

Geometry (Å):
N: -2.498 -1.618 0.311
C: -2.110 -1.189 -0.906
O: -2.909 -0.750 -1.750
C: -0.663 -1.278 -1.177
C: -0.105 -0.094 -2.026
C: -0.458 1.280 -1.426
N: -0.206 1.282 -0.013
C: 1.054 1.419 0.380
O: 1.989 1.765 -0.304
C: 1.275 0.988 1.827
N: -0.099 0.578 2.399
C: 2.309 -0.164 1.818
C: 1.912 -1.393 1.084
N: 2.649 -1.712 0.032
O: 0.881 -2.101 1.443
C: -1.865 1.876 -1.837
O: -2.312 1.817 -2.975
O: -2.472 2.542 -0.811
H: -3.427 -1.810 0.489
H: -1.839 -1.508 1.088
H: -0.065 -1.539 -0.279
H: -0.561 -2.179 -1.794
H: 0.961 -0.178 -2.133
H: -0.580 -0.122 -3.041
H: 0.288 1.974 -1.830
H: -0.818 0.853 0.638
H: 1.551 1.873 2.424
H: -0.322 1.101 3.271
H: -0.018 -0.406 2.757
H: 2.469 -0.562 2.927
H: 3.263 0.272 1.407
H: 2.379 -2.577 -0.520
H: 3.586 -1.363 -0.137
H: -3.239 2.921 -1.335



Entry 3:
C9H16N5 | ωB97M-V/def2-TZVPD

Output
* SMILES: [H]/N=C(N(C)C)/[N+](=N\N)C1=CCC=CC1
* strongest force on any atom: 0.0952 Eh/bohr
* relative energy (zero: lowest compared OMol25 entry of this formula, charge and spin): 3.443 eV
* HOMO: -12.156 eV
* total charge: +1

Geometry (Å):
H: -3.057 0.945 -0.884
N: -2.212 1.256 -0.319
C: -1.217 0.807 -0.875
N: -0.921 0.099 -1.988
C: 0.429 -0.194 -2.364
C: -1.961 -0.611 -2.489
N: 0.216 1.198 -0.009
N: 0.827 2.312 -0.165
N: 0.617 3.011 -1.241
C: 0.502 0.359 1.088
C: 0.042 -0.878 1.193
C: 0.383 -1.779 2.324
C: 0.774 -1.007 3.605
C: 1.165 0.275 3.498
C: 1.259 1.002 2.230
H: 0.969 0.699 -2.614
H: 0.891 -0.772 -1.599
H: 0.390 -0.763 -3.303
H: -2.824 -0.353 -1.877
H: -2.098 -0.436 -3.509
H: -1.885 -1.770 -2.469
H: 1.215 3.864 -1.460
H: -0.174 2.873 -1.938
H: -0.545 -1.365 0.566
H: 1.284 -2.429 1.985
H: -0.452 -2.481 2.593
H: 0.683 -1.647 4.469
H: 1.363 0.777 4.436
H: 0.865 1.963 2.215
H: 2.453 1.193 1.956



Entry 4:
C9H16NO | ωB97M-V/def2-TZVPD

Output
* 2S+1: 2
* strongest force on any atom: 0.0773 Eh/bohr
* relative energy (zero: lowest compared OMol25 entry of this formula, charge and spin): 2.702 eV
* HOMO (spin up / spin down): -3.029 / -7.381 eV
* total charge: 0

Geometry (Å):
C: -0.290 1.918 -2.568
C: 0.725 -1.419 -1.122
C: -0.511 -1.770 -0.565
C: 0.808 -0.236 -1.830
C: -0.342 0.613 -1.865
C: -1.550 -0.908 -0.453
C: -1.505 0.387 -1.086
O: -0.592 -3.057 -0.065
H: 1.477 -2.272 -1.054
H: 1.907 -0.079 -2.081
H: -2.494 -1.382 -0.159
H: -1.360 -3.536 -0.514
H: -0.487 2.831 -1.893
H: -1.231 1.746 -3.289
H: -2.448 1.070 -1.106
H: 0.653 1.892 -3.026
C: 0.910 0.425 2.629
C: -0.415 0.964 2.099
N: 1.738 -0.204 1.569
H: 1.488 1.172 3.100
H: 0.621 -0.233 3.391
H: -0.431 1.978 1.664
H: -1.271 1.286 2.864
H: 1.676 0.129 0.577
H: 2.671 -0.440 1.877
H: 0.999 -0.994 1.385
H: -0.747 0.119 1.521



Entry 5:
C9H16NO | ωB97M-V/def2-TZVPD

Output
* strongest force on any atom: 0.0217 Eh/bohr
* relative energy (zero: lowest compared OMol25 entry of this formula, charge and spin): 0.063 eV
* HOMO: -12.024 eV
* total charge: +1

Geometry (Å):
C: 2.032 1.517 -0.742
C: 2.181 1.093 -2.184
N: 2.279 0.355 0.176
H: 2.791 2.252 -0.457
H: 1.100 2.013 -0.502
H: 1.893 0.043 -2.342
H: 3.198 1.175 -2.568
H: 1.499 -0.322 0.203
H: 3.107 -0.153 -0.155
H: 2.539 0.636 1.122
H: 1.521 1.637 -2.844
C: -3.114 -0.472 -1.235
C: -0.517 0.511 1.357
C: -0.274 -0.728 1.935
C: -1.421 0.566 0.292
C: -2.115 -0.564 -0.113
C: -1.029 -1.849 1.627
C: -1.972 -1.747 0.608
O: 0.884 -0.806 2.711
H: -0.064 1.389 1.789
H: -1.575 1.517 -0.201
H: -0.865 -2.743 2.215
H: 0.764 -1.401 3.472
H: -2.823 -0.928 -2.185
H: -3.363 0.572 -1.437
H: -2.612 -2.586 0.412
H: -4.044 -0.976 -0.954



Entry 6:
C9H16NO | ωB97M-V/def2-TZVPD

Output
* strongest force on any atom: 0.0383 Eh/bohr
* relative energy (zero: lowest compared OMol25 entry of this formula, charge and spin): 0.617 eV
* HOMO: -12.343 eV
* total charge: +1

Geometry (Å):
C: 2.043 -0.834 1.198
C: 2.551 0.061 0.098
N: 1.128 -1.902 0.484
H: 2.917 -1.380 1.556
H: 1.409 -0.463 1.991
H: 1.758 0.744 -0.199
H: 3.035 -0.550 -0.651
H: 1.546 -2.806 0.349
H: 0.230 -2.071 0.947
H: 0.952 -1.415 -0.397
H: 3.416 0.640 0.439
C: -0.413 2.767 -1.275
C: -1.755 -1.013 0.289
C: -1.450 0.039 1.129
C: -1.859 -0.763 -1.078
C: -1.161 1.324 0.673
C: -1.614 0.558 -1.504
C: -1.144 1.593 -0.696
O: -1.897 -2.268 0.872
H: -1.332 -0.032 2.208
H: -2.803 -2.570 0.764
H: -2.185 -1.489 -1.806
H: -0.713 1.991 1.402
H: -1.945 0.693 -2.531
H: -0.610 3.608 -0.622
H: -0.767 2.935 -2.294
H: 0.663 2.602 -1.346



Entry 7:
C9H16NO2 | ωB97M-V/def2-TZVPD

Output
* SMILES: CCC(=O)OCCC1=[NH+]CCC1
* strongest force on any atom: 0.0105 Eh/bohr
* relative energy (zero: lowest compared OMol25 entry of this formula, charge and spin): 0.000 eV
* HOMO: -14.047 eV
* total charge: +1

Geometry (Å):
C: -1.958 -1.204 -1.971
C: -0.898 -2.293 -1.692
C: -0.130 -1.976 -0.443
O: -0.522 -2.091 0.686
O: 1.138 -1.538 -0.707
C: 2.000 -1.423 0.432
C: 1.571 -0.363 1.467
C: 0.713 0.738 0.988
N: 0.731 1.214 -0.207
C: -0.177 2.358 -0.430
C: -0.509 2.763 1.010
C: -0.303 1.471 1.802
H: -1.835 -0.342 -1.311
H: -2.964 -1.579 -1.804
H: -1.901 -0.861 -3.001
H: -1.379 -3.256 -1.534
H: -0.203 -2.388 -2.521
H: 2.977 -1.200 0.013
H: 2.057 -2.381 0.943
H: 2.473 0.127 1.856
H: 1.075 -0.817 2.320
H: 1.262 0.778 -0.952
H: 0.339 3.132 -0.991
H: -1.038 2.026 -1.010
H: -1.504 3.181 1.125
H: 0.215 3.512 1.329
H: -0.039 1.583 2.850
H: -1.192 0.827 1.753



Entry 8:
C9H16NO2 | ωB97M-V/def2-TZVPD

Output
* strongest force on any atom: 0.1096 Eh/bohr
* relative energy (zero: lowest compared OMol25 entry of this formula, charge and spin): 6.116 eV
* HOMO (spin up / spin down): -12.530 / -12.530 eV
* total charge: +1

Geometry (Å):
C: -1.075 -1.634 -0.800
C: 2.316 -0.305 0.999
C: 2.221 -1.536 0.045
C: -0.721 1.288 -0.848
C: 0.068 0.853 0.369
C: 1.497 0.444 -0.135
C: -2.116 -0.699 -0.873
C: 0.234 2.012 1.353
C: -3.450 -1.420 -0.804
N: 1.454 -0.759 -0.968
O: -0.836 -2.659 -0.223
O: -2.053 0.514 -0.928
H: -0.752 -1.539 -1.860
H: 1.791 -0.391 1.948
H: 3.363 0.092 1.290
H: 3.209 -1.959 -0.247
H: 1.616 -2.397 0.303
H: -0.954 2.274 -0.565
H: -0.259 1.322 -1.797
H: -0.392 0.110 0.871
H: 1.895 1.327 -0.614
H: -0.848 2.423 1.576
H: 0.803 2.946 1.082
H: 0.746 1.688 2.336
H: -3.623 -1.452 -1.854
H: -4.208 -0.740 -0.548
H: -3.650 -2.270 -0.189
H: 1.642 -0.759 -1.938



Entry 9:
C9H16NO3P | ωB97M-V/def2-TZVPD

Output
* strongest force on any atom: 0.0622 Eh/bohr
* relative energy (zero: lowest compared OMol25 entry of this formula, charge and spin): 0.797 eV
* HOMO: -7.843 eV
* total charge: 0

Geometry (Å):
C: -0.570 -0.519 -0.306
C: -3.115 1.422 -0.554
C: -3.626 0.331 0.018
C: -2.809 -0.819 0.368
C: -5.084 0.190 0.343
C: 1.668 -2.475 -0.828
C: 3.742 1.612 0.238
C: 2.385 -1.982 0.417
C: 2.485 1.911 -0.563
N: -1.569 -0.814 0.271
O: 0.578 1.225 1.566
O: 1.657 -1.017 1.159
O: 1.686 0.752 -0.732
P: 0.844 0.222 0.535
H: -3.726 2.263 -0.827
H: -2.062 1.503 -0.775
H: -3.291 -1.670 0.829
H: -5.221 0.131 1.423
H: -5.638 1.046 -0.029
H: -5.489 -0.717 -0.100
H: 1.533 -1.652 -1.526
H: 2.262 -3.253 -1.303
H: 0.692 -2.880 -0.570
H: 3.454 1.209 1.207
H: 4.364 0.886 -0.281
H: 4.314 2.524 0.390
H: 3.355 -1.555 0.138
H: 2.552 -2.805 1.120
H: 2.729 2.248 -1.576
H: 1.899 2.682 -0.052



Entry 10:
C9H16NS2 | ωB97M-V/def2-TZVPD

Output
* strongest force on any atom: 0.0725 Eh/bohr
* relative energy (zero: lowest compared OMol25 entry of this formula, charge and spin): 4.392 eV
* HOMO (spin up / spin down): -11.445 / -11.912 eV
* total charge: +1

Geometry (Å):
C: 1.449 1.612 0.944
C: 2.424 0.892 0.552
C: -2.218 -0.473 -1.873
C: -2.107 -1.955 -1.571
C: -1.758 0.186 -0.557
C: -1.271 -2.096 -0.286
C: -0.220 -0.519 1.191
C: 0.505 2.614 1.375
C: 3.935 1.084 0.544
N: -0.720 -0.729 -0.104
S: 2.299 -0.982 0.067
S: 1.088 -1.636 1.612
H: -1.625 -0.026 -2.659
H: -3.320 -0.092 -1.860
H: -3.122 -2.357 -1.427
H: -1.673 -2.499 -2.423
H: -1.385 1.123 -0.978
H: -2.579 0.357 0.073
H: -1.928 -2.227 0.599
H: -0.611 -2.892 -0.285
H: -1.048 -0.535 1.860
H: -0.083 2.301 2.322
H: -0.135 3.025 0.523
H: 1.111 3.443 1.576
H: 4.283 0.542 -0.406
H: 4.482 0.414 1.304
H: 4.217 2.082 0.646
H: 0.011 -0.659 -0.759



Entry 11:
C9H16NS2 | ωB97M-V/def2-TZVPD

Output
* strongest force on any atom: 0.0821 Eh/bohr
* relative energy (zero: lowest compared OMol25 entry of this formula, charge and spin): 2.160 eV
* HOMO: -11.305 eV
* total charge: +1

Geometry (Å):
C: -1.223 3.293 2.674
C: -1.679 2.515 1.507
C: -0.047 3.908 2.545
C: -0.486 2.575 0.496
C: 1.210 -0.899 0.649
C: 2.913 -1.766 -0.950
C: -0.841 -2.972 -1.361
C: -0.236 1.851 -0.584
C: 1.549 -1.422 -0.512
N: -1.136 0.804 -1.094
S: 0.827 3.627 1.074
S: 0.328 -1.670 -1.947
H: -1.843 3.461 3.565
H: -2.409 3.053 1.068
H: 0.271 4.600 3.333
H: 0.230 -0.822 0.990
H: -1.921 1.483 1.743
H: 1.921 -0.870 1.386
H: 3.141 -1.398 -1.884
H: 3.001 -2.761 -0.926
H: 3.692 -1.468 -0.190
H: -0.992 -3.685 -2.194
H: -1.845 -2.589 -1.151
H: -0.360 -3.404 -0.473
H: 0.488 2.280 -1.337
H: -1.682 1.034 -1.968
H: -1.801 0.474 -0.326
H: -0.648 -0.193 -1.418



Entry 12:
C9H16O3S | ωB97M-V/def2-TZVPD

Output
* SMILES: C=C(OC(=O)[C@H](C)SO)C(C)(C)C
* strongest force on any atom: 0.0130 Eh/bohr
* relative energy (zero: lowest compared OMol25 entry of this formula, charge and spin): 0.000 eV
* HOMO: -9.134 eV
* total charge: 0

Geometry (Å):
C: -0.830 1.296 1.164
C: 0.031 0.949 0.218
O: 1.286 0.453 0.549
C: 1.541 -0.636 1.282
O: 2.676 -0.871 1.596
C: 0.398 -1.582 1.609
C: 0.689 -2.398 2.853
S: 0.213 -2.655 0.114
O: -1.420 -2.479 -0.154
C: -0.121 1.209 -1.270
C: 0.617 2.522 -1.567
C: -1.592 1.325 -1.672
C: 0.515 0.074 -2.079
H: -1.779 1.738 0.932
H: -0.602 1.163 2.209
H: -0.557 -1.062 1.663
H: 0.702 -1.750 3.726
H: 1.664 -2.869 2.765
H: -0.067 -3.165 2.996
H: -1.904 -3.232 0.204
H: 0.561 2.747 -2.630
H: 1.662 2.438 -1.283
H: 0.174 3.346 -1.012
H: -2.140 0.436 -1.368
H: -2.063 2.201 -1.233
H: -1.659 1.414 -2.754
H: 0.490 0.320 -3.137
H: -0.035 -0.852 -1.930
H: 1.551 -0.081 -1.789



> What is the formula in the second record?

C9H16N4O5